Record 1
9
Properties=species:S:1:pos:R:3:forces:R:3 method="wB97M-V/def2-TZVPD" charge=-2 de_lowest_ev=2.2374 max_force_ha_per_bohr=0.053 e_homo_ev="1.84 / 1.65" energy_ha=-412.4646
N -2.376 -0.213 -0.319 -1.322 -1.853 -0.023
N -1.518 -1.012 -0.062 0.835 0.852 -0.029
C 0.324 0.064 0.351 -1.796 0.850 -1.860
O 2.155 0.314 -1.176 -0.223 0.321 -1.005
O 2.447 -0.882 0.665 0.690 -0.785 0.715
O -2.569 1.039 -0.386 0.866 0.601 0.131
H -0.245 0.718 -0.348 0.931 0.189 0.959
C 1.736 -0.210 -0.121 -0.484 -0.089 1.190
H 0.045 0.182 1.396 0.504 -0.086 -0.078

Record 2
18
Properties=species:S:1:pos:R:3:forces:R:3 method="wB97M-V/def2-TZVPD" charge=0 de_lowest_ev=0.6851 max_force_ha_per_bohr=0.012 e_homo_ev=-9.53 energy_ha=-327.1062 smiles="CNC(=O)C(C)C"
N 0.457 0.936 -1.298 -0.247 -0.070 0.058
H 0.111 0.969 -3.327 -0.297 0.086 -0.133
O -1.036 1.704 0.277 0.329 -0.361 -0.201
H -1.973 -0.785 1.320 0.049 -0.003 0.134
H -0.140 -1.151 -0.216 0.199 -0.383 0.099
H 1.044 0.114 -1.400 0.055 0.210 0.114
C -0.485 0.947 -2.415 0.203 0.474 -0.363
C 0.035 -0.460 0.613 0.120 0.271 0.380
H -1.123 0.056 -2.413 -0.033 0.010 -0.078
C -0.954 -0.798 1.714 -0.060 0.026 0.032
H 1.705 -1.604 1.370 0.052 0.083 -0.007
C 1.485 -0.565 1.116 0.040 0.000 0.028
H -0.898 -0.086 2.542 0.006 -0.031 -0.105
C -0.234 0.870 -0.080 -0.058 -0.210 0.290
H -0.733 -1.799 2.099 -0.092 0.141 -0.010
H 2.250 -0.213 0.412 -0.273 -0.122 0.013
H 1.604 0.033 2.027 -0.076 -0.063 -0.108
H -1.115 1.832 -2.341 0.083 -0.059 -0.141

Record 3
14
Properties=species:S:1:pos:R:3:forces:R:3 method="wB97M-V/def2-TZVPD" charge=0 de_lowest_ev=5.6278 max_force_ha_per_bohr=0.009 e_homo_ev="-8.92 / -8.93" energy_ha=-307.5056
O -1.687 -0.105 -2.667 0.028 0.090 0.467
C 1.112 -0.643 1.356 0.156 -0.036 0.335
H -0.922 0.972 -1.089 -0.063 -0.076 -0.102
O -0.664 -1.076 -0.317 0.028 0.001 -0.030
H 1.325 -1.712 1.283 -0.038 0.167 -0.058
H 1.150 1.674 0.064 -0.083 -0.130 -0.007
C 0.329 0.968 0.182 0.016 -0.157 0.127
H -0.486 1.260 0.841 0.077 -0.068 -0.118
H 0.368 -0.493 2.140 0.102 0.012 -0.125
C -1.709 0.198 -1.505 -0.093 0.069 -0.297
C 0.448 -0.426 -0.158 0.044 0.239 -0.126
H 2.042 -0.109 1.562 -0.135 -0.063 -0.028
H 1.296 -0.642 -0.835 -0.136 -0.013 0.057
H -2.602 0.135 -0.856 0.096 -0.036 -0.095

Record 4
17
Properties=species:S:1:pos:R:3:forces:R:3 method="wB97M-V/def2-TZVPD" charge=0 de_lowest_ev=6.0783 max_force_ha_per_bohr=0.106 e_homo_ev=-8.48 energy_ha=-397.1273
H -2.500 -2.012 -0.047 0.070 -0.017 -0.100
H -1.394 -0.723 1.693 0.051 -0.121 0.114
O 1.681 -1.303 1.117 -1.832 0.177 -0.515
H -3.034 -0.391 -0.489 0.091 0.064 0.281
H 0.592 -1.609 -0.562 -0.932 -0.076 0.441
H -0.567 0.667 -1.468 -0.018 -0.182 0.235
N -0.706 0.794 0.565 -1.343 -3.027 1.376
C -2.157 -1.028 -0.361 0.655 -0.538 -0.434
H 1.692 2.168 0.851 0.005 -0.010 0.176
H 2.555 1.990 -0.683 0.045 -0.165 0.072
H 2.848 0.828 0.659 0.045 0.144 -0.064
C 2.104 1.441 0.149 -0.317 -0.144 0.306
H -1.711 -1.112 -1.355 0.015 -0.192 -0.026
C 0.882 -0.954 0.277 4.561 2.687 -1.252
N 1.083 0.548 -0.348 0.633 -2.096 -1.212
C -1.202 -0.453 0.662 -2.311 3.757 0.311
N -0.164 1.148 -0.660 0.581 -0.263 0.290

Record 5
50
Properties=species:S:1:pos:R:3:forces:R:3 method="wB97M-V/def2-TZVPD" charge=0 de_lowest_ev=20.3296 max_force_ha_per_bohr=0.380 e_homo_ev=-8.58 energy_ha=-1529.3008
H 0.304 -4.174 0.169 0.762 3.554 -0.450
C 2.984 -0.609 -4.452 -6.625 -6.083 -2.697
H 1.342 0.503 2.057 -2.494 1.889 -1.002
H -2.001 1.002 0.947 -2.167 0.642 -1.655
C -1.312 2.927 1.732 -5.855 1.266 -4.506
S -1.207 -2.264 -0.073 -1.123 -16.199 5.277
H -2.643 1.433 2.621 1.540 -0.475 -1.061
C 1.159 -2.319 -1.215 0.477 -0.399 9.251
O -2.037 -3.177 -0.889 1.601 2.037 0.009
C -0.874 -0.497 2.504 13.805 -3.086 0.809
H -2.357 -1.364 3.465 0.213 0.568 -1.864
O 0.323 -1.290 2.744 -5.280 3.947 -0.575
H 1.062 2.057 2.889 -2.539 -1.374 -2.501
H 0.613 6.043 -0.316 0.914 -1.923 0.372
H 3.356 -1.249 -5.260 0.182 -0.875 0.953
C -0.038 4.211 -1.339 5.297 2.226 -6.463
H 0.796 3.609 -2.094 -2.404 0.764 1.909
O -0.881 3.475 -0.635 -2.286 -0.651 -2.501
C 0.525 -2.919 0.170 -1.857 -2.735 -1.581
H 0.836 -2.719 1.274 -0.227 0.671 -2.333
H -0.566 4.878 -2.175 0.944 -1.031 2.409
C 0.472 1.382 1.873 6.962 -7.047 16.286
C 0.526 1.954 0.765 5.206 6.153 -17.803
H -2.980 -3.231 1.617 3.607 1.729 0.926
H 0.278 -3.912 -2.393 2.398 2.076 0.195
C 2.432 -0.576 -1.931 4.867 3.778 -7.371
H 0.256 1.101 -0.035 0.384 2.138 0.922
H -1.118 3.506 2.600 0.516 0.022 0.869
O 0.286 4.380 1.027 3.798 2.552 -3.611
C 1.079 -3.010 -2.308 -2.008 -2.965 -3.790
C 1.768 -2.475 -3.409 -2.747 2.071 -1.299
H 1.274 -2.883 -4.406 2.206 0.946 1.581
H 2.188 -0.192 -4.988 -1.159 1.650 -1.029
H -1.151 -3.230 2.240 3.485 -3.011 2.621
C -1.733 1.398 1.892 -11.740 10.545 -2.369
C -0.213 3.283 0.445 -4.170 -5.988 11.416
C 0.954 4.920 -0.284 -5.532 3.581 0.766
H 1.995 4.934 -0.390 1.411 -0.987 0.060
H 3.622 -0.002 -4.245 7.501 7.526 2.211
C -1.989 -1.158 2.354 -7.140 -7.974 3.209
H 1.790 2.370 0.353 -3.164 -1.839 1.496
H -2.595 3.555 1.277 3.787 -1.767 1.330
N -0.752 0.725 2.143 10.865 -5.072 5.329
C -1.826 -2.671 1.820 -6.613 4.041 -5.555
O -1.224 -0.951 -0.065 -0.101 12.737 -1.991
H -2.788 -0.747 1.825 -1.108 0.963 -0.645
C 1.948 -1.197 -0.927 -1.803 -0.252 4.450
C 2.314 -1.119 -3.247 0.091 -5.268 -0.029
H 2.124 -0.642 0.056 -0.757 -1.732 -0.877
H 3.211 0.304 -1.975 -1.919 -1.337 0.901

Record 6
10
Properties=species:S:1:pos:R:3:forces:R:3 method="wB97M-V/def2-TZVPD" charge=0 de_lowest_ev=2.7018 max_force_ha_per_bohr=0.028 e_homo_ev=-9.96 energy_ha=-355.5406
C 0.819 -0.177 0.026 0.062 -0.180 -0.398
O -1.876 0.012 0.023 -0.417 -0.653 -0.362
H 2.607 0.607 0.082 -0.732 -0.226 -0.359
C 0.094 1.083 -0.015 -1.129 0.826 0.343
N 0.043 -1.357 0.018 -0.534 -0.012 -0.480
N -1.184 1.207 -0.011 1.031 -0.215 -0.006
H 0.625 2.034 -0.032 0.003 -0.211 -0.040
N 2.071 -0.265 -0.028 1.238 -0.296 0.581
C -1.213 -1.187 -0.045 -0.021 1.115 0.911
H -1.985 -1.957 -0.019 0.499 -0.147 -0.190